Record 1
The following is a quantum chemistry calculation of a structure of composition C3H6EuO6S2, from the Open Molecules 2025 dataset.

```
18
Properties=species:S:1:pos:R:3
C 2.90 -0.37 0.36
S 1.62 -0.02 -0.87
O 0.51 -0.92 -0.68
O 2.20 -0.13 -2.14
O 1.13 1.57 -0.74
S 0.00 1.75 0.43
O -0.35 3.11 0.43
O -1.37 0.97 -0.32
C -1.77 -0.06 0.56
C -2.11 -1.41 -0.22
O -2.87 -1.49 -1.14
H 2.65 -1.31 0.83
H 2.90 0.44 1.08
H 3.83 -0.41 -0.21
H -2.60 0.33 1.22
H -0.93 -0.26 1.23
H -1.57 -2.30 0.11
Eu -4.17 0.52 0.07
```

Summary:
* orbital gap (alpha / beta): 8.3747 / 8.6009 eV
* charge: +2
* ⟨S²⟩: 15.759
* energy relative to the best compared isomer or geometry (same formula, charge and spin): 122.91 kJ/mol
* LUMO energy (alpha / beta): -9.45 / -9.23 eV
* 2S+1: 8

=====

Record 2
The following is a quantum chemistry calculation of a structure of composition C37H44N8O2OsS4, from the Open Molecules 2025 dataset.

```
96
Properties=species:S:1:pos:R:3
Os 0.85 0.24 -0.39
S -0.68 1.93 0.12
C -0.12 2.95 -1.30
N -0.17 4.25 -1.27
N -0.70 4.86 -0.22
C -0.49 6.19 0.03
C -0.96 6.75 1.22
C -0.70 8.08 1.49
C 0.02 8.86 0.60
C 0.46 8.31 -0.59
C 0.22 6.98 -0.89
N 0.36 2.33 -2.34
N 0.64 1.04 -2.30
C 0.92 0.46 -3.51
C 1.46 -0.83 -3.57
C 1.79 -1.39 -4.78
C 1.56 -0.71 -5.97
C 1.00 0.56 -5.92
C 0.68 1.15 -4.72
H -1.14 4.28 0.50
H -1.52 6.14 1.91
H -1.07 8.51 2.41
H 0.23 9.89 0.83
H 1.02 8.91 -1.29
H 0.57 6.53 -1.80
H 1.63 -1.37 -2.65
H 2.23 -2.38 -4.81
H 1.83 -1.15 -6.92
H 0.82 1.10 -6.84
H 0.27 2.15 -4.67
C -5.64 -2.71 -4.09
C -5.42 -2.77 -2.61
C -6.49 -2.56 -1.75
C -6.31 -2.58 -0.38
C -5.06 -2.79 0.15
C -3.97 -3.00 -0.69
N -2.67 -3.10 -0.21
C -2.31 -3.24 1.11
C -2.94 -4.17 1.93
C -2.58 -4.32 3.25
C -1.57 -3.53 3.80
C -0.91 -2.63 3.00
C -1.25 -2.48 1.65
C -0.50 -1.49 0.85
O 0.35 -0.74 1.43
O -0.67 -1.37 -0.39
C -4.15 -3.02 -2.09
C -2.96 -3.29 -2.95
H -6.63 -2.33 -4.31
H -5.55 -3.69 -4.55
H -4.91 -2.05 -4.56
H -7.46 -2.35 -2.16
H -7.15 -2.41 0.28
H -4.91 -2.75 1.22
H -1.98 -2.57 -0.75
H -3.72 -4.80 1.51
H -3.09 -5.04 3.88
H -1.31 -3.62 4.84
H -0.13 -2.00 3.39
H -2.32 -4.05 -2.50
H -2.36 -2.38 -3.08
H -3.25 -3.64 -3.94
C 3.67 -2.76 3.26
N 3.19 -3.03 1.92
C 2.09 -3.97 1.85
C 3.49 -2.24 0.87
S 2.41 -2.12 -0.43
N 4.68 -1.63 0.79
C 5.88 -2.13 1.42
C 4.90 -0.64 -0.23
H 2.81 -2.65 3.92
H 4.23 -1.84 3.28
H 4.28 -3.59 3.63
H 2.36 -4.85 2.44
H 1.92 -4.26 0.82
H 1.17 -3.54 2.26
H 5.71 -3.11 1.85
H 6.23 -1.44 2.19
H 6.65 -2.22 0.65
H 4.00 0.00 -0.33
H 5.09 -1.11 -1.20
H 5.74 -0.02 0.06
C 2.42 1.44 -0.33
H 2.70 2.03 0.55
H 2.93 1.82 -1.22
S 3.27 0.73 3.07
C 2.17 1.91 3.29
N 0.84 1.73 3.26
C 0.00 2.91 3.32
C 0.82 4.00 4.00
S 2.57 3.59 3.65
H 0.49 0.87 2.85
H -0.90 2.67 3.89
H -0.30 3.19 2.30
H 0.70 4.00 5.08
H 0.60 4.99 3.60
```

Summary:
* orbital gap (alpha / beta): 5.6041 / 5.6133 eV
* charge: 0
* LUMO energy (alpha / beta): -1.34 / -1.33 eV